A 7-piece molecular cluster, C34H33Br4N5O10 overall in a non-equilibrium geometry, computed with ωB97M-V with the def2-TZVPD basis set.

```
86
Properties=species:S:1:pos:R:3:forces:R:3
O 16.907 19.542 10.147 0.168 -0.109 -0.194
N 16.198 18.584 9.888 0.383 0.856 0.904
O 16.258 17.537 10.510 -0.491 -0.154 -0.829
C 15.196 18.822 8.851 -1.752 -0.593 -1.134
C 15.017 20.096 8.290 0.026 -0.006 0.423
C 13.975 20.321 7.390 0.604 -1.947 0.166
C 13.244 19.191 6.965 -0.259 0.291 -0.801
C 13.364 17.891 7.487 1.074 2.335 -0.010
C 14.333 17.774 8.469 0.212 -0.695 0.871
H 15.673 20.907 8.570 0.060 -0.052 0.121
H 13.854 21.292 6.933 -0.146 -0.063 0.002
H 12.618 19.326 6.095 -0.454 0.105 0.086
H 12.790 17.064 7.095 -0.020 0.018 0.232
H 14.344 16.831 8.995 0.636 -0.089 0.091
O 20.797 12.764 15.299 0.294 -1.179 -0.143
N 21.427 11.884 14.709 -0.401 1.550 -0.453
O 22.467 12.119 14.114 -0.134 -0.672 0.322
C 20.839 10.539 14.607 0.811 -1.511 -0.776
C 21.626 9.467 14.108 -1.367 0.501 0.785
C 21.006 8.199 14.031 1.383 0.643 -0.161
C 19.716 8.033 14.406 -1.936 0.807 1.285
C 18.967 9.126 14.935 -0.348 -2.892 -1.122
C 19.493 10.345 14.955 1.428 2.687 0.433
H 22.664 9.563 13.826 -0.057 0.323 0.069
H 21.604 7.351 13.730 -0.005 -0.024 -0.235
H 19.176 7.097 14.389 0.393 -0.317 -0.191
H 17.944 8.948 15.231 -0.067 0.092 0.031
H 18.921 11.214 15.247 0.030 0.027 0.205
O 17.373 13.936 17.730 -0.128 1.147 -0.544
N 17.021 15.121 17.595 1.278 -2.667 1.556
O 15.861 15.437 17.597 -0.258 1.148 -0.539
C 18.128 16.099 17.621 -0.173 0.686 0.231
C 19.426 15.713 17.936 -0.730 -1.836 0.208
C 20.460 16.610 17.994 -0.492 1.391 -0.093
C 20.138 17.912 17.686 -0.789 1.068 -0.510
C 18.796 18.316 17.357 4.040 1.532 -0.133
C 17.816 17.440 17.400 -2.364 -2.201 -0.043
H 19.630 14.684 18.194 -0.244 -0.174 -0.207
H 21.478 16.398 18.286 -0.120 -0.476 -0.039
H 20.951 18.623 17.706 -0.140 0.361 -0.163
H 18.575 19.282 16.928 0.264 0.387 0.523
H 16.806 17.789 17.245 -0.185 -0.416 -0.254
O 13.463 18.350 15.843 -1.441 -0.659 0.003
N 12.792 17.316 15.781 2.468 0.080 0.239
O 13.327 16.240 15.456 -1.684 1.190 0.317
C 11.369 17.355 16.173 -1.005 0.056 0.848
C 10.712 18.508 16.747 1.224 -0.363 -1.753
C 9.351 18.507 16.929 -0.393 -0.897 -0.046
C 8.624 17.322 16.772 0.503 0.753 -0.820
C 9.266 16.202 16.271 -0.085 -0.035 1.119
C 10.647 16.179 16.013 -1.195 0.227 -0.055
H 11.196 19.470 16.830 0.549 -0.204 0.015
H 8.788 19.413 17.097 0.317 0.175 0.442
H 7.555 17.398 16.899 -0.085 -0.455 0.082
H 8.679 15.297 16.227 0.159 -0.212 -0.387
H 11.008 15.223 15.665 0.710 0.331 -0.095
O 9.107 20.469 12.780 0.687 -2.220 0.902
N 9.271 19.251 13.071 -0.048 2.916 -2.589
O 8.442 18.586 13.612 -0.362 -0.791 0.950
C 10.470 18.600 12.508 0.503 -1.537 0.016
C 11.385 19.264 11.723 1.599 1.533 -0.015
C 12.611 18.711 11.315 -0.767 -2.906 1.370
C 12.812 17.317 11.620 -0.522 1.498 -0.405
C 11.777 16.591 12.220 0.437 0.207 -0.463
C 10.652 17.212 12.691 -1.200 0.883 -0.295
H 11.346 20.319 11.493 -0.777 0.138 0.262
H 13.382 19.318 10.865 -0.159 -0.026 -0.142
H 13.714 16.784 11.358 0.197 0.197 -0.142
H 11.777 15.512 12.258 0.454 -0.068 0.181
H 9.830 16.594 13.020 -0.018 0.201 0.521
Br 20.002 15.550 11.118 -0.118 0.168 -0.067
C 19.663 17.425 10.781 0.985 1.896 0.710
C 20.967 18.230 11.158 -0.618 -0.897 -1.074
Br 20.761 20.185 10.800 0.034 -1.142 0.285
H 18.868 17.831 11.405 -0.229 -0.613 -0.035
H 19.403 17.572 9.733 0.142 -0.190 0.132
H 21.752 17.854 10.502 0.130 0.429 0.040
H 21.288 18.050 12.183 -0.344 0.367 -0.025
Br 16.907 17.838 13.883 -0.012 -0.557 -0.121
C 16.383 15.922 13.810 -0.501 0.219 0.533
C 17.615 15.061 14.051 -0.440 0.915 -0.196
Br 17.155 13.161 14.157 0.031 0.538 -0.177
H 15.825 15.805 12.881 0.474 -0.171 -0.067
H 15.677 15.822 14.635 0.018 0.011 -0.073
H 17.997 15.384 15.019 0.320 -0.433 -0.132
H 18.343 15.240 13.260 0.035 -0.435 0.239
```
Positions in Å, forces in eV/Å.

Properties
HOMO level, eV: -9.6
2S+1: 1
Gap between HOMO and LUMO, eV: 8.8

Atom charges from the Löwdin analysis, given in e for atoms 1 to 2:
1. O 0.06
2. N -0.33



A 5-piece molecular cluster, C31H28NO20 overall in a non-equilibrium geometry, computed with ωB97M-V with the def2-TZVPD basis set.

```
80
Properties=species:S:1:pos:R:3:forces:R:3
O 3.630 -0.671 3.300 0.693 -0.980 0.860
C 3.619 0.350 2.717 -0.803 0.522 -1.233
O 3.040 0.429 1.462 0.434 0.919 1.313
C 2.118 1.549 1.453 -1.344 0.248 -0.994
C 0.825 1.264 2.273 0.276 0.771 -0.081
C 0.138 2.583 2.762 -0.144 -0.843 0.123
C -1.204 2.143 3.474 0.762 1.102 -0.600
N -2.264 2.190 2.457 0.200 -0.841 0.784
C -3.117 0.998 2.470 -1.019 -0.103 -0.277
C -2.390 -0.263 1.950 1.223 -2.357 -3.503
O -1.627 -0.965 2.661 -0.552 1.071 1.672
O -2.509 -0.610 0.699 -0.986 1.792 1.898
H 4.014 1.316 3.107 -0.185 -0.254 -0.271
H 1.792 1.646 0.397 0.469 -0.045 0.527
H 2.602 2.516 1.710 0.095 -0.673 0.225
H 0.136 0.713 1.607 0.171 0.162 0.527
H 0.989 0.625 3.163 0.199 0.209 -0.509
H -0.107 3.217 1.884 0.016 -0.238 0.526
H 0.798 3.174 3.436 -0.202 -0.457 -0.276
H -1.060 1.113 3.846 -0.320 0.433 -0.160
H -1.411 2.822 4.339 0.056 -0.416 -0.428
H -2.804 3.047 2.506 0.229 -0.509 0.039
H -3.966 1.208 1.786 0.512 -0.250 0.302
H -3.562 0.757 3.466 0.367 0.188 -0.285
C 2.826 -1.099 -3.454 0.001 0.106 0.169
C 2.685 -2.299 -4.018 -0.059 0.481 -0.491
C 2.662 -3.552 -3.202 0.022 -0.346 0.820
O 2.511 -4.623 -3.773 0.050 0.177 -0.429
C 2.826 -3.437 -1.764 -0.152 -0.136 -0.481
C 2.973 -2.234 -1.188 -0.096 -0.549 0.806
C 2.969 -0.975 -2.003 -0.052 0.269 -0.435
O 3.086 0.100 -1.451 0.080 -0.120 0.104
O 3.127 -2.114 0.130 0.135 0.502 -0.898
O 2.554 -2.449 -5.348 0.051 -0.402 0.367
H 2.842 -0.186 -4.035 -0.056 -0.008 0.003
H 2.824 -4.352 -1.190 -0.032 0.039 0.040
H 3.212 -1.155 0.325 -0.217 -0.031 0.331
H 2.466 -3.411 -5.492 -0.033 0.023 0.022
C -5.869 -5.566 1.105 0.164 -0.231 -0.091
C -6.279 -4.418 1.650 -0.589 -0.333 -0.205
C -5.306 -3.401 2.163 0.821 0.269 0.079
O -5.738 -2.366 2.635 -0.476 -0.206 -0.017
C -3.883 -3.708 2.075 -0.046 0.258 0.230
C -3.472 -4.861 1.534 0.404 0.389 0.186
C -4.442 -5.864 0.999 -0.371 -0.096 -0.100
O -4.023 -6.894 0.497 0.196 0.058 0.079
O -2.171 -5.177 1.442 -0.514 -0.373 -0.152
O -7.580 -4.113 1.768 0.420 0.279 0.158
H -6.562 -6.307 0.730 -0.003 0.022 -0.004
H -3.183 -2.973 2.463 0.061 0.102 -0.155
H -2.145 -6.053 1.015 0.058 0.065 -0.007
H -7.600 -3.232 2.190 0.037 0.002 -0.031
C -4.660 5.572 -0.263 0.126 -0.096 0.160
C -5.551 6.468 -0.700 0.301 -0.318 -0.512
C -6.360 7.296 0.249 -0.162 0.133 0.594
O -7.145 8.112 -0.199 0.089 -0.097 -0.315
C -6.171 7.082 1.680 -0.134 0.159 -0.264
C -5.282 6.184 2.118 -0.317 0.279 0.629
C -4.454 5.375 1.169 0.165 -0.224 -0.601
O -3.647 4.584 1.614 -0.286 0.461 0.229
O -5.087 5.962 3.423 0.286 -0.239 -0.565
O -5.767 6.672 -2.007 -0.258 0.288 0.494
H -4.069 4.969 -0.938 -0.012 -0.008 0.016
H -6.774 7.674 2.355 0.017 -0.013 0.008
H -4.398 5.272 3.473 -0.032 0.005 0.082
H -6.452 7.366 -2.054 0.027 -0.027 -0.049
C 6.480 -0.778 -4.017 -0.126 -0.137 0.193
C 7.534 -0.552 -4.808 -0.489 0.471 -0.134
C 8.755 -1.416 -4.755 0.324 -0.501 0.266
O 9.680 -1.180 -5.511 -0.183 0.277 -0.117
C 8.781 -2.509 -3.789 0.126 0.191 -0.246
C 7.729 -2.734 -2.994 0.502 -0.556 0.196
C 6.498 -1.886 -3.066 -0.342 0.550 -0.283
O 5.562 -2.144 -2.335 0.473 -0.242 0.173
O 7.721 -3.726 -2.096 -0.462 0.480 -0.180
O 7.552 0.457 -5.690 0.438 -0.444 0.134
H 5.592 -0.163 -4.047 0.009 -0.007 -0.005
H 9.675 -3.115 -3.748 -0.021 -0.009 0.011
H 6.851 -3.675 -1.654 0.036 -0.076 0.035
H 8.419 0.401 -6.135 -0.046 0.039 -0.023
```
Positions in Å, forces in eV/Å.

Properties
HOMO level, eV: -4.0
Charge: -1
2S+1: 1
Gap between HOMO and LUMO, eV: 3.7

Atom charges from the Löwdin analysis, given in e for atoms 1 to 2:
1. O 0.13
2. C -0.34



A 8-piece molecular cluster, C5H26O7S overall in a non-equilibrium geometry, computed with ωB97M-V with the def2-TZVPD basis set.

```
39
Properties=species:S:1:pos:R:3:forces:R:3
C -0.788 -3.674 -1.222 -1.455 -2.678 -0.086
C -1.786 -2.512 -1.135 -0.914 -0.037 0.540
C -1.314 -1.385 -0.180 -1.395 1.046 -0.995
C -0.200 -0.543 -0.794 0.887 0.162 2.913
S 1.454 -1.252 -0.967 0.543 -0.620 0.200
C 2.021 -2.294 0.456 -2.178 -0.400 0.287
H 0.254 -3.749 -0.982 0.918 1.561 0.283
H -1.093 -4.519 -0.566 -0.342 0.490 -0.136
H -0.790 -4.161 -2.201 -0.287 0.332 -0.132
H -2.849 -2.830 -0.825 1.832 -0.033 0.019
H -2.021 -2.196 -2.165 0.584 0.631 0.405
H -1.101 -1.675 0.830 0.661 -0.849 0.394
H -2.140 -0.659 0.061 0.491 -0.459 -0.797
H -0.434 -0.068 -1.721 -0.037 -0.082 -0.679
H 0.069 0.300 -0.054 -0.540 -1.070 -0.585
H 2.599 -1.714 1.166 0.044 0.480 -0.167
H 2.604 -3.118 0.054 0.173 0.199 -0.408
H 1.133 -2.759 0.970 0.830 0.685 -0.497
H 0.463 0.242 -3.630 0.403 0.043 -0.254
H 1.650 -0.773 -3.654 0.326 0.305 -0.133
O 0.745 -0.632 -3.930 -0.655 -0.156 0.219
H 3.707 0.368 2.303 0.000 0.371 -0.022
H 2.945 1.584 1.658 0.709 0.292 0.217
O 3.072 0.626 1.627 -0.332 -1.015 -0.228
H -0.455 2.834 2.565 0.352 -0.319 -1.372
H 0.482 1.812 2.891 0.609 -0.770 -0.052
O 0.085 2.153 2.085 -1.371 0.495 1.426
H 0.694 1.584 -1.033 0.121 0.528 0.208
H -0.342 2.717 -1.076 -0.670 0.660 1.058
O 0.259 2.216 -1.604 0.803 -0.613 -1.325
H -2.046 3.627 0.664 -0.598 0.019 0.039
H -1.415 4.600 -0.383 0.008 -0.626 1.093
O -1.213 3.974 0.358 0.487 0.714 -1.354
H 1.684 2.648 1.342 0.086 0.633 1.143
H 2.307 3.856 0.864 0.937 -0.443 1.561
O 2.413 3.243 1.655 -1.014 0.538 -2.788
H -3.557 1.327 1.670 -0.235 -0.815 1.095
H -3.402 -0.047 2.383 0.137 -0.497 -0.162
O -3.694 0.847 2.523 0.082 1.300 -0.929
```
Positions in Å, forces in eV/Å.

Properties
HOMO level (spin up / spin down), eV: -14.1 / -14.1
Charge: +1
2S+1: 2
Gap between HOMO and LUMO (spin up / spin down), eV: 11.3 / 6.8

Atom charges from the Löwdin analysis, given in e for atoms 1 to 2:
1. C -0.11
2. C -0.22



A 7-piece molecular cluster, C34H36F31N3O14S overall in a non-equilibrium geometry, computed with ωB97M-V with the def2-TZVPD basis set.

```
119
Properties=species:S:1:pos:R:3:forces:R:3
N 3.421 0.380 1.688 -2.592 1.166 -11.711
C 3.145 0.490 0.420 1.684 -1.315 7.992
C 2.707 0.426 -1.169 -0.378 0.565 0.462
C 1.080 0.809 -1.263 1.169 -0.497 0.737
C 0.982 2.405 -0.917 0.726 -0.758 -0.656
C -0.268 3.209 -1.597 2.263 1.528 -1.813
F -0.583 2.594 -2.928 0.257 1.736 4.076
F 0.288 4.572 -1.952 -1.884 -3.714 1.055
C -1.556 3.499 -0.649 -0.715 2.275 1.896
F -1.041 3.822 0.737 -1.361 -1.138 -4.457
F -2.336 4.739 -1.020 2.506 -4.532 0.918
C -2.558 2.184 -0.397 0.560 2.045 4.287
F -3.426 2.661 0.752 2.571 -1.762 -3.761
F -1.699 1.159 0.210 -2.800 2.566 -2.444
C -3.539 1.804 -1.604 -4.255 3.708 -0.833
F -4.957 1.991 -1.102 5.125 -0.300 -1.197
F -3.500 2.739 -2.795 0.582 -2.611 4.884
S -3.503 0.092 -2.317 -2.631 -4.253 -4.365
F -3.544 0.767 -3.931 0.438 -1.986 3.340
F -5.250 0.126 -2.379 3.788 -0.649 -0.118
F -3.640 -0.714 -0.825 0.922 2.187 -2.664
F -1.813 -0.020 -2.419 -3.296 0.525 0.863
F -3.578 -1.457 -3.072 0.307 3.151 1.755
C 2.955 -1.120 -1.717 -0.623 1.272 0.072
C 3.274 -1.101 -3.327 0.652 0.675 -7.849
N 3.433 -1.013 -4.606 -1.414 -0.789 11.565
O 4.019 -1.716 -0.887 -2.795 -0.495 -0.982
N 5.239 -1.527 -1.431 3.048 -3.816 -1.707
O 5.769 -2.629 -1.607 -1.941 4.882 0.951
H 3.323 1.213 -1.821 -1.144 -1.831 1.706
H 0.577 0.145 -0.408 0.800 1.474 -2.168
H 0.756 0.502 -2.343 0.364 0.740 2.093
H 1.972 2.898 -1.369 -3.029 -1.244 0.747
H 1.087 2.511 0.244 -0.861 -0.060 -2.444
H 1.961 -1.736 -1.493 2.435 1.122 -0.686
C -3.934 -3.658 0.404 0.071 -0.396 0.051
C -3.868 -2.713 1.589 0.085 0.404 -0.893
O -4.156 -3.409 2.810 1.106 -1.041 1.450
C -3.120 -4.123 3.356 1.283 1.359 -2.748
O -2.001 -4.194 2.856 -2.509 -0.154 1.636
C -3.548 -4.773 4.671 -0.637 -1.326 2.180
F -4.765 -5.382 4.587 1.015 0.636 -0.349
F -3.649 -3.862 5.682 0.209 -0.373 -1.108
F -2.677 -5.727 5.104 -0.604 1.105 -0.865
H -4.900 -4.173 0.375 0.081 0.197 -0.040
H -3.793 -3.114 -0.534 -0.054 -0.092 0.169
H -3.164 -4.433 0.473 -0.026 0.170 -0.039
H -4.632 -1.937 1.479 0.078 -0.307 0.352
H -2.898 -2.204 1.648 -0.087 -0.284 0.168
C -6.132 -8.716 0.869 -0.193 0.038 -0.334
C -4.616 -8.730 0.945 -0.438 0.216 0.725
O -4.051 -9.195 -0.289 0.577 0.902 -1.764
C -3.965 -8.271 -1.299 -1.333 1.637 2.495
O -4.346 -7.107 -1.195 1.084 -2.641 -0.747
C -3.304 -8.881 -2.534 0.992 -1.027 -2.293
F -3.799 -10.114 -2.841 0.155 1.121 0.619
F -1.960 -9.044 -2.367 -1.144 0.338 0.314
F -3.460 -8.121 -3.654 -0.094 -0.418 1.469
H -6.512 -9.701 0.578 0.112 0.087 0.173
H -6.566 -8.439 1.833 0.108 -0.045 -0.094
H -6.483 -8.005 0.115 0.090 0.001 0.173
H -4.297 -9.431 1.723 0.140 -0.024 -0.411
H -4.214 -7.746 1.214 -0.049 -0.142 -0.298
C -5.925 -0.644 6.671 0.072 -0.353 -0.166
C -6.900 0.334 6.041 0.151 0.083 0.877
O -6.990 0.118 4.625 -1.124 -1.160 -1.248
C -7.804 -0.910 4.223 -0.264 -0.102 3.347
O -8.427 -1.631 4.997 1.301 1.494 -2.345
C -7.847 -0.998 2.698 -0.243 -0.387 -2.549
F -6.610 -0.906 2.129 -0.821 0.000 0.827
F -8.592 0.004 2.149 0.560 -0.678 0.893
F -8.385 -2.165 2.245 0.512 1.101 0.969
H -4.950 -0.589 6.175 -0.120 0.129 0.122
H -5.794 -0.429 7.735 -0.039 0.027 -0.145
H -6.277 -1.674 6.566 -0.041 0.163 0.091
H -6.533 1.356 6.183 -0.092 -0.160 -0.397
H -7.889 0.280 6.509 0.132 -0.156 -0.280
C 3.315 8.257 1.863 -0.743 -0.626 0.045
C 4.477 7.281 1.890 0.140 0.947 0.405
O 4.066 5.990 1.420 -0.150 -1.107 -2.004
C 4.002 5.835 0.059 1.021 3.335 0.551
O 4.266 6.727 -0.743 -0.749 -2.604 1.443
C 3.600 4.407 -0.303 -0.377 -1.973 -0.275
F 2.549 3.951 0.437 1.346 1.261 -0.033
F 4.618 3.521 -0.101 -0.669 1.035 -0.108
F 3.230 4.270 -1.608 0.764 0.837 0.968
H 2.464 7.858 2.425 0.256 -0.009 0.197
H 3.606 9.218 2.295 -0.015 -0.185 -0.037
H 2.968 8.429 0.840 -0.107 -0.667 1.015
H 4.818 7.149 2.922 -0.103 -0.359 -0.260
H 5.333 7.653 1.314 -0.248 -0.200 -0.103
C 3.983 10.894 -4.512 0.312 -0.202 0.141
C 3.051 11.679 -3.607 0.012 0.227 -0.873
O 3.092 11.164 -2.268 1.134 0.351 1.718
C 4.146 11.577 -1.495 0.518 1.567 -2.940
O 5.029 12.335 -1.891 -1.895 -1.864 1.489
C 4.042 10.997 -0.086 0.072 -0.846 2.158
F 3.736 9.667 -0.085 0.893 2.341 -1.651
F 3.070 11.610 0.649 0.681 -0.242 -0.927
F 5.195 11.119 0.629 -0.978 0.084 -1.104
H 3.753 9.824 -4.466 -0.102 0.185 -0.066
H 3.893 11.232 -5.548 -0.042 -0.014 0.148
H 5.025 11.008 -4.199 -0.148 0.109 -0.077
H 2.020 11.565 -3.959 0.120 -0.102 0.410
H 3.279 12.751 -3.621 0.102 -0.254 0.212
C 6.737 -5.286 -1.567 -0.019 -0.159 -0.135
C 8.115 -5.848 -1.272 -0.182 0.840 -0.068
O 8.072 -7.280 -1.190 0.245 -1.630 -1.338
C 8.082 -7.952 -2.386 0.121 3.205 -0.862
O 8.118 -7.398 -3.482 -0.069 -1.842 2.381
C 8.082 -9.462 -2.154 -0.185 -2.610 0.256
F 7.173 -9.851 -1.214 0.663 0.746 -0.763
F 9.293 -9.914 -1.720 -0.805 0.809 -0.378
F 7.791 -10.175 -3.279 0.283 1.190 0.899
H 6.010 -5.642 -0.829 0.167 0.120 0.021
H 6.752 -4.192 -1.550 0.337 -0.898 0.036
H 6.379 -5.611 -2.548 0.135 0.098 0.050
H 8.455 -5.485 -0.296 -0.023 -0.425 -0.087
H 8.854 -5.520 -2.012 -0.193 -0.282 0.015
```
Positions in Å, forces in eV/Å.

Properties
HOMO level, eV: -11.4
2S+1: 1
Gap between HOMO and LUMO, eV: 8.4

Atom charges from the Löwdin analysis, given in e for atoms 1 to 2:
1. N 0.12
2. C -0.10